[1]
Molecular formula: C2H7N2
Method: DFT, ωB97M-V/def2-TZVPD

XYZ file:
```
11
Properties=species:S:1:pos:R:3
C 0.0476 0.0359 0.5055
C 0.6330 1.2318 0.3041
N 1.0315 1.9995 1.3173
N -1.3384 -2.7418 -1.8891
H 0.1357 -0.6379 1.3676
H 0.7129 1.6370 -0.7055
H 0.6986 2.9613 1.2708
H 1.1266 1.5818 2.2343
H -2.1649 -3.3215 -1.8732
H -1.5584 -1.7939 -2.1635
H -0.9659 -2.7119 -0.9496
```

frontier orbital gap: 4.27 eV
charge: +1
highest occupied orbital energy: -0.478 Ha
E: -189.46302 Ha
relative energy (zero: lowest compared OMol25 entry of this formula, charge and spin): 136.4 kcal per mole
2S+1: 1

Here are the natural (NBO) charges for atoms 1 to 5, given in e:
1 C 0.275
2 C -0.059
3 N -0.604
4 N -1.051
5 H 0.230

---

[2]
Molecular formula: C6H6N2O
Method: DFT, ωB97M-V/def2-TZVPD

XYZ file:
```
15
Properties=species:S:1:pos:R:3
C -1.8537 -0.3746 -0.0415
C -0.3380 -0.2932 -0.0927
C 0.3400 0.9303 -0.1733
C 1.8762 0.9431 -0.1478
C 2.3817 -0.4541 0.0309
C 0.3971 -1.4478 0.0192
H -3.3060 0.9930 0.3400
H -1.9405 1.4153 1.0010
H -0.2200 1.8342 -0.6797
H 2.4525 1.8067 -0.2207
H 3.5636 -0.3946 -0.1243
H -0.1066 -2.7424 0.0358
N -2.5181 0.7682 0.1516
N 1.6984 -1.4809 0.1850
O -2.4265 -1.5032 -0.2836
```

frontier orbital gap: 9.57 eV
highest occupied orbital energy: -0.348 Ha
E: -416.83198 Ha
relative energy (zero: lowest compared OMol25 entry of this formula, charge and spin): 88.9 kcal per mole
2S+1: 1

Here are the natural (NBO) charges for atoms 1 to 5, given in e:
1 C 0.645
2 C -0.257
3 C -0.170
4 C -0.244
5 C 0.092

---

[3]
Molecular formula: C3H6NO3S
Method: DFT, ωB97M-V/def2-TZVPD

XYZ file:
```
14
Properties=species:S:1:pos:R:3
C 0.7022 1.1719 0.2342
C 1.4583 -1.2535 0.0006
C 0.6004 -0.3005 0.6135
N -2.0201 0.9726 -0.7105
O 1.3170 1.3855 -0.8456
O 0.0976 1.9923 0.9282
O -2.5358 -1.1382 0.4887
S -1.5757 -0.6076 -0.4488
H 1.2595 -1.4272 -1.0264
H 2.4139 -0.8056 -0.0057
H 1.5142 -2.4063 0.3731
H 0.2342 -0.4865 1.6252
H -2.1594 1.6331 0.0697
H -1.3062 1.2700 -1.2961
```

frontier orbital gap: 7.48 eV
charge: -1
highest occupied orbital energy: -0.143 Ha
E: -796.56920 Ha
relative energy (zero: lowest compared OMol25 entry of this formula, charge and spin): 73.1 kcal per mole
2S+1: 1

Here are the natural (NBO) charges for atoms 1 to 5, given in e:
1 C 0.691
2 C -0.661
3 C -0.312
4 N -1.045
5 O -0.802

---

[4]
Molecular formula: C26H63N5O16V3
Method: DFT, ωB97M-V/def2-TZVPD

XYZ file:
```
113
Properties=species:S:1:pos:R:3
O 21.2816 20.0871 -15.4798
V 21.6640 20.8252 -16.8845
O 22.8097 16.6563 -17.5571
V 23.2269 17.9850 -18.3393
O 22.0775 21.4256 -21.5773
V 22.9572 21.0037 -20.3115
C 24.2093 20.5015 -17.8932
O 24.3800 19.8052 -18.8848
O 23.4168 21.4161 -18.1446
O 23.6462 19.7990 -17.0436
C 20.9384 19.3879 -19.2547
O 21.1758 18.9067 -18.1456
O 21.0329 20.6338 -19.1984
O 21.9040 19.0523 -19.8646
C 20.4384 15.3658 -19.2785
O 21.3824 16.2025 -19.9760
C 22.3704 15.4989 -20.6483
C 23.5306 16.4648 -21.0655
N 24.3696 17.0059 -19.9242
C 25.1577 15.8723 -19.2231
C 26.2390 16.5185 -18.2951
O 25.4336 17.2287 -17.3272
C 26.1760 17.5081 -16.1041
H 20.8973 14.5371 -18.7393
H 19.7440 15.0015 -20.0356
H 19.8828 16.0493 -18.6363
H 22.0195 14.9321 -21.5107
H 22.6295 14.6651 -19.9959
H 23.0962 17.3692 -21.4915
H 24.0231 16.0030 -21.9212
H 25.1276 17.4405 -20.4308
H 25.8212 15.2695 -19.8431
H 24.4525 15.2363 -18.6881
H 26.8965 17.1962 -18.8397
H 26.9001 15.7594 -17.8769
H 26.7814 16.6485 -15.8168
H 25.4896 17.5637 -15.2592
H 26.7764 18.4160 -16.1618
C 23.6412 21.8583 -14.1629
O 22.7171 22.1521 -15.3255
C 22.0971 23.4589 -15.2711
C 21.3018 23.8632 -16.5708
N 20.4616 22.7202 -16.9177
C 19.2736 22.7045 -15.9584
C 18.2496 21.5270 -16.3219
O 18.9294 20.4329 -16.6737
C 18.3076 19.2320 -16.2389
H 23.1318 21.9416 -13.2029
H 24.4791 22.5514 -14.0867
H 23.9576 20.8264 -14.3145
H 22.8964 24.1811 -15.1046
H 21.5097 23.5795 -14.3609
H 22.0287 24.0358 -17.3645
H 20.8968 24.8625 -16.4116
H 20.0122 22.8306 -17.8154
H 18.6961 23.5999 -16.1882
H 19.5815 22.6057 -14.9175
H 17.6321 21.9464 -17.1162
H 17.5067 21.5609 -15.5249
H 18.8579 18.3125 -16.4383
H 17.4995 18.9368 -16.9082
H 17.8182 19.2754 -15.2659
C 24.1853 25.5600 -20.6405
C 24.5888 24.1341 -20.8970
C 26.0686 23.8883 -20.3798
O 26.4389 22.5508 -20.4873
C 27.8054 22.3452 -20.1434
N 23.6080 23.3374 -20.2261
H 24.4041 25.6732 -19.5787
H 23.2061 25.9414 -20.9297
H 24.9964 26.1127 -21.1146
H 24.5667 23.8355 -21.9451
H 26.1876 24.1861 -19.3381
H 26.6096 24.5708 -21.0353
H 28.0402 21.2860 -20.2478
H 28.0612 22.7293 -19.1559
H 28.4116 22.9215 -20.8424
H 22.7411 23.8150 -20.4273
H 23.6296 23.3724 -19.2170
C 26.4775 21.4380 -15.5457
C 27.7191 21.9275 -16.2871
C 28.1678 23.3735 -16.1524
O 29.4894 23.6090 -16.6883
C 29.5185 24.7581 -17.5001
N 28.7268 21.1118 -15.6352
H 26.5658 21.3887 -14.4604
H 26.1675 20.4540 -15.8973
H 25.6150 22.0616 -15.7810
H 27.7079 21.7428 -17.3613
H 28.2670 23.6411 -15.1004
H 27.3399 23.9913 -16.5002
H 28.6932 24.7515 -18.2121
H 30.3414 24.8303 -18.2113
H 29.4520 25.6981 -16.9523
H 29.5341 21.7189 -15.6361
H 28.5078 21.0286 -14.6528
C 24.2185 20.6581 -24.1272
C 24.6041 19.8040 -22.9418
C 25.9691 19.0782 -22.9385
O 26.1178 18.3095 -21.7672
C 27.4559 17.7142 -21.7236
N 24.6222 20.5059 -21.6752
H 23.2478 21.1094 -24.3323
H 24.3983 20.0596 -25.0203
H 24.8683 21.5316 -24.1809
H 23.9530 18.9319 -22.8822
H 26.7729 19.8140 -22.9623
H 25.9859 18.3599 -23.7582
H 28.2320 18.4698 -21.8454
H 27.4530 16.9656 -22.5159
H 27.6710 17.1584 -20.8110
H 25.1658 19.8787 -21.0996
H 25.2389 21.3045 -21.7197
```

frontier orbital gap (spin up / spin down): 5.57 / 8.63 eV
charge: +1
highest occupied orbital energy (spin up / spin down): -0.287 / -0.393 Ha
E: -5337.60525 Ha
⟨S²⟩: 6.11
2S+1: 5

Here are the Mulliken charges for atoms 1 to 5, given in e:
1 O -0.439
2 V 1.671
3 O -0.453
4 V 1.866
5 O -0.320

---

> Which value of E does entry 4 give?

-5337.60525 Ha